{
  "formula": "C4H5NO",
  "method": "wB97M-V/def2-TZVPD",
  "elements": ["C", "C", "N", "C", "C", "O", "H", "H", "H", "H", "H"],
  "xyz": [[-0.5425, 1.1893, -1.4984], [0.0069, 0.4918, -0.2701], [-0.4990, -0.7914, -0.0974], [0.0719, -1.3427, 0.9360], [1.0870, -1.0851, 1.7855], [0.8328, 0.9833, 0.5027], [-0.1818, 2.2143, -1.5945], [-1.6374, 1.1831, -1.4510], [-0.2722, 0.6177, -2.3934], [-0.1386, -2.3925, 1.2320], [0.9326, -1.0461, 2.8694]],
  "forces_ev_per_angstrom": [[0.1, 0.0, 0.1], [0.1, 0.0, 0.2], [0.0, -0.1, 0.1], [0.1, -0.1, 0.0], [-0.3, 0.6, -0.4], [-0.3, -0.5, 0.1], [0.0, -0.2, 0.1], [0.2, 0.0, 0.1], [0.0, 0.1, 0.2], [-0.3, -0.2, -0.2], [0.2, 0.5, -0.3]],
  "nbo_charge": [-0.694, 0.661, -0.582, -0.037, 0.039, -0.560, 0.230, 0.242, 0.243, 0.261, 0.197],
  "e_lumo_ev": [-0.9037, -0.9033],
  "orbital_gap_ev": [8.546, 8.547],
  "homo_energy_ev": [-9.450, -9.450],
  "relative_energy_ev": 3.750,
  "total_charge": 0
}